96
Properties=species:S:1:pos:R:3 method="wB97M-V/def2-TZVPD" gap_ha=0.359 smiles=CCO.CCO.CCO.CCO.CCO.CCO.CCO.CCO.CCO.CCO.CO molar_mass_g_mol=492.73 e_above_lowest_kj_mol=256.5
C 2.364 -2.382 -1.598
O 1.605 -2.674 -0.437
H 3.228 -1.752 -1.390
H 2.841 -3.279 -2.019
H 1.700 -2.030 -2.389
H 2.054 -2.216 0.303
C -2.774 1.318 3.997
C -4.136 1.544 3.332
O -3.988 1.827 1.951
H -2.178 2.207 3.770
H -2.373 0.413 3.544
H -2.796 1.309 5.086
H -4.734 2.373 3.715
H -4.730 0.625 3.443
H -3.235 1.323 1.586
C 4.690 0.905 -2.403
C 3.386 1.433 -2.942
O 2.923 2.484 -2.078
H 5.270 0.241 -3.049
H 4.593 0.274 -1.514
H 5.380 1.712 -2.151
H 2.601 0.676 -3.011
H 3.543 1.849 -3.940
H 2.224 2.959 -2.539
C 0.052 0.446 -0.824
C -0.635 0.302 0.531
O -2.051 0.465 0.424
H -0.481 0.035 -1.680
H 1.027 -0.033 -0.713
H 0.249 1.488 -1.084
H -0.351 1.010 1.314
H -0.495 -0.653 1.058
H -2.509 -0.278 0.007
C -2.688 3.269 -1.047
C -1.666 4.100 -0.293
O -2.098 5.435 -0.068
H -2.272 2.292 -1.307
H -2.999 3.578 -2.049
H -3.548 3.169 -0.385
H -0.739 4.203 -0.856
H -1.471 3.609 0.663
H -2.936 5.481 0.397
C -1.829 -0.600 -4.719
C -2.945 -1.358 -5.347
O -2.579 -1.660 -6.712
H -1.813 0.466 -4.956
H -0.862 -1.064 -4.901
H -1.952 -0.539 -3.631
H -3.923 -0.869 -5.389
H -3.091 -2.373 -4.955
H -3.101 -2.336 -7.140
C -1.739 -3.907 -2.703
C -1.239 -4.351 -1.300
O -1.305 -3.325 -0.348
H -1.744 -4.673 -3.476
H -1.141 -3.056 -3.040
H -2.753 -3.518 -2.581
H -0.261 -4.799 -1.476
H -1.936 -5.136 -1.004
H -0.404 -2.995 -0.210
C 4.119 3.537 0.982
C 2.834 2.851 1.425
O 2.529 1.775 0.558
H 3.957 4.094 0.060
H 4.893 2.773 0.882
H 4.545 4.246 1.698
H 1.993 3.558 1.425
H 2.995 2.428 2.420
H 2.661 2.049 -0.377
C -4.880 -3.807 0.252
C -4.581 -2.364 0.589
O -3.724 -1.844 -0.445
H -5.234 -3.833 -0.777
H -5.595 -4.300 0.924
H -4.045 -4.509 0.349
H -4.123 -2.195 1.567
H -5.510 -1.797 0.542
H -2.842 -2.248 -0.329
C 1.060 1.198 4.163
C 2.198 1.199 5.166
O 1.786 1.871 6.347
H 1.285 0.452 3.390
H 1.069 2.137 3.610
H 0.102 0.872 4.558
H 3.085 1.659 4.716
H 2.467 0.160 5.394
H 2.343 1.599 7.081
C 4.741 -2.252 1.172
C 3.959 -1.351 2.129
O 2.671 -1.027 1.622
H 4.930 -1.782 0.205
H 4.318 -3.249 1.077
H 5.767 -2.374 1.538
H 4.503 -0.435 2.365
H 3.845 -1.886 3.072
H 2.655 -0.168 1.180

***

101
Properties=species:S:1:pos:R:3 method="wB97M-V/def2-TZVPD" gap_ha=0.177 molar_mass_g_mol=527.75 e_above_lowest_kj_mol=37.6 charge=-1
C -0.390 1.203 -1.173
C 0.760 0.289 -0.724
C 0.193 -1.076 -0.376
O 1.851 0.218 -1.633
H -0.935 0.820 -2.036
H 0.031 2.193 -1.350
H -1.146 1.355 -0.403
H 1.101 0.771 0.193
H 0.910 -1.739 0.107
H -0.124 -1.660 -1.240
H -0.605 -0.979 0.361
C -3.162 6.830 1.719
C -3.020 6.931 3.226
C -2.757 5.600 3.953
O -1.939 7.785 3.587
H -3.949 6.144 1.406
H -2.273 6.413 1.245
H -3.348 7.833 1.333
H -3.949 7.333 3.629
H -3.649 4.989 3.819
H -2.674 5.704 5.035
H -1.951 5.087 3.428
H -2.091 8.006 4.509
C -8.034 0.169 -2.068
C -7.051 -0.681 -1.256
C -6.758 -0.077 0.150
O -7.642 -1.919 -1.041
H -7.530 1.102 -2.322
H -8.967 0.402 -1.556
H -8.264 -0.258 -3.045
H -6.123 -0.814 -1.811
H -6.359 0.936 0.100
H -6.102 -0.649 0.806
H -7.740 -0.006 0.617
H -7.706 -2.369 -1.886
C -1.361 -7.381 -0.875
C -1.917 -7.288 0.556
C -3.432 -7.014 0.631
O -1.773 -8.512 1.273
H -1.692 -8.259 -1.430
H -0.279 -7.507 -0.840
H -1.542 -6.476 -1.455
H -1.419 -6.520 1.147
H -3.588 -6.148 -0.011
H -3.814 -6.883 1.644
H -3.966 -7.819 0.126
H -2.390 -9.124 0.867
C 3.793 -7.615 3.342
O 2.880 -8.508 3.922
H 3.268 -6.837 2.788
H 4.379 -7.199 4.161
H 4.437 -8.149 2.643
H 2.255 -8.661 3.210
C -3.999 5.050 -5.465
O -5.077 5.189 -6.358
H -3.244 4.570 -6.088
H -3.632 6.004 -5.086
H -4.276 4.426 -4.616
H -5.692 5.846 -6.024
C -0.665 -0.848 6.305
O -0.868 -0.170 7.505
H -0.857 -0.154 5.487
H 0.404 -1.061 6.266
H -1.254 -1.757 6.189
H -0.506 -0.755 8.174
C 5.778 0.198 2.873
O 5.984 -0.561 1.703
H 4.768 0.098 3.270
H 6.532 0.016 3.638
H 5.813 1.276 2.721
H 5.311 -0.287 1.076
C 8.487 0.078 -3.495
O 7.275 0.249 -4.289
H 8.586 -0.956 -3.165
H 9.357 0.295 -4.115
H 8.484 0.716 -2.611
H 6.486 0.164 -3.748
C 3.947 5.908 -1.315
O 4.077 5.125 -2.501
H 4.947 6.157 -0.962
H 3.416 6.825 -1.570
H 3.419 5.431 -0.489
H 3.771 4.243 -2.276
C 0.659 -0.361 -7.466
O 1.723 0.409 -6.957
H 0.904 -1.423 -7.469
H -0.260 -0.327 -6.880
H 0.294 0.045 -8.410
H 1.654 0.408 -5.999
C 2.970 4.628 5.845
O 3.273 3.972 7.045
H 2.504 3.860 5.228
H 2.457 5.582 5.964
H 3.877 4.954 5.335
H 2.456 3.878 7.541
C 4.939 -4.780 -3.624
O 3.930 -3.911 -4.246
H 5.702 -4.172 -3.137
H 4.501 -5.426 -2.863
H 5.463 -5.430 -4.325
H 3.734 -3.212 -3.618